{
  "formula": "C3H17NO4",
  "method": "ωB97M-V/def2-TZVPD",
  "elements": ["C", "C", "C", "N", "H", "H", "H", "H", "H", "H", "H", "H", "H", "H", "H", "O", "H", "H", "O", "H", "H", "O", "H", "H", "O"],
  "coordinates": [[-0.9819, 0.9480, -1.3924], [-0.0053, 2.0336, -1.0060], [-0.5053, 3.4356, -0.9907], [-0.4888, -0.2998, -0.9267], [-1.1682, 0.8277, -2.4684], [-1.9957, 1.2711, -0.8487], [0.8318, 1.8960, -1.9094], [0.3205, 1.9063, -0.0533], [-1.2264, 3.5556, -0.1351], [-0.8919, 3.9364, -1.8163], [0.4029, 4.0797, -0.6890], [-1.3438, -0.8710, -0.6403], [0.1881, -0.2429, -0.2275], [-3.8201, -1.2058, 2.5576], [-3.7133, -1.9619, 1.1590], [-3.4023, -1.8311, 2.0591], [-0.2978, -2.0209, 2.5915], [1.1410, -1.6326, 2.1467], [0.3130, -1.8820, 1.8153], [1.9658, -3.5908, -1.4416], [2.1020, -2.1215, -1.7199], [2.6166, -2.8887, -1.4724], [3.9177, -0.7840, 2.1786], [2.9120, -1.2027, 1.0990], [3.1295, -1.3543, 2.1307]],
  "forces_ev_per_angstrom": [[-0.3819, 1.3383, 1.1215], [1.1501, -0.1097, -6.5138], [1.2755, 1.7033, 3.1263], [-5.3827, 0.0745, 0.4483], [-0.4641, 0.3192, -0.0337], [1.2296, -1.3946, -1.0613], [-1.3871, 0.6062, 2.8184], [1.5516, -1.0513, 2.6407], [0.4868, -0.0320, -0.7817], [-0.7855, 0.1626, -1.8369], [-1.3844, -0.8750, -0.3334], [1.9615, -0.3750, -0.7141], [2.1177, -0.5718, 1.5091], [-2.2290, 2.5756, 1.4044], [-0.6265, 0.4395, 0.5330], [2.8668, -3.0054, -1.9688], [1.0647, 0.2284, -1.2490], [2.1245, 0.4471, 1.2364], [-3.2642, -0.4452, -0.2051], [-0.0433, -0.4093, 0.0841], [0.0053, 0.2296, -0.2663], [0.0475, 0.2255, 0.1860], [-0.2498, -0.3240, 0.4736], [0.7656, -0.9462, 3.3888], [-0.4486, 1.1894, -4.0065]],
  "gap_ev": [11.05, 5.70],
  "multiplicity": 2,
  "e_homo_ev": [-14.565, -14.561],
  "total_charge": 1,
  "e_above_lowest_kcal_mol": 40.9
}

=====

{
  "formula": "C4H8S2Si",
  "method": "ωB97M-V/def2-TZVPD",
  "elements": ["C", "C", "C", "C", "Si", "S", "S", "H", "H", "H", "H", "H", "H", "H", "H"],
  "coordinates": [[-0.1944, 0.6751, 0.0822], [1.1042, 0.8286, -0.1071], [-0.7101, -0.6246, 0.5347], [2.1103, -0.2453, -0.1072], [-1.3140, 2.0161, -0.2718], [1.7551, 2.4852, -0.3175], [0.1088, 3.5645, -0.6202], [-0.0504, -1.2434, 1.3344], [-0.8442, -1.2261, -0.3649], [-1.5672, -0.4264, 1.1100], [1.8559, -1.0272, 0.7437], [3.1396, 0.0098, -0.1213], [1.9878, -0.7531, -1.0895], [-2.4620, 1.1649, -2.7592], [-2.3552, 2.5088, 0.5413]],
  "forces_ev_per_angstrom": [[0.1431, -0.4191, 1.0367], [1.2423, 2.2819, 0.0392], [1.7411, -2.1349, 1.2111], [-1.2204, -2.6998, 0.5389], [0.4228, 0.2443, -2.5907], [1.3220, -1.5383, -0.2369], [-1.2827, 0.8807, -0.0681], [-1.0332, 1.5340, -2.0672], [-0.5636, -0.5295, 0.4152], [-1.7103, -0.3260, 0.2576], [0.8058, 1.5600, -1.7908], [0.8462, 0.6814, 0.5283], [-0.0998, -0.1342, 0.5999], [0.4747, 0.4126, 1.2339], [-1.0880, 0.1869, 0.8930]],
  "gap_ev": [7.77, 6.57],
  "e_homo_ev": [-8.347, -7.026],
  "total_charge": 0,
  "e_above_lowest_kcal_mol": 134.8
}